[1]
2 unconnected molecules or ions with the total composition C10H16N2, computed with ωB97M-V/def2-TZVPD.

largest force on an atom	5.63	eV Å⁻¹
lowest unoccupied orbital energy	0.6286	eV
energy above the lowest of the compared OMol25 structures with the same formula, charge and spin	4.6563	eV
HOMO level	-7.09	eV

The geometry in XYZ format:
```
28
C10H16N2 | the Open Molecules 2025 dataset | ωB97M-V/def2-TZVPD
C 4.109 -0.526 -0.131
C 3.758 -1.438 0.913
C 3.002 -0.371 -0.831
C 2.460 -1.805 0.832
C -2.443 -1.630 0.559
C -3.064 -0.349 0.839
C -1.932 -0.362 -0.200
C -1.258 2.574 -0.154
C -0.295 1.490 -0.662
C -0.637 0.199 -0.014
N 2.021 -1.136 -0.319
N 0.816 -1.187 -0.901
H 5.053 -0.062 -0.230
H 4.384 -1.800 1.757
H 2.920 -0.034 -1.896
H 1.842 -2.330 1.397
H -1.738 -2.163 1.188
H -2.954 -2.207 -0.146
H -4.105 -0.364 0.632
H -2.840 0.084 1.842
H -2.325 -0.317 -1.195
H -0.697 3.506 -0.206
H -2.224 2.756 -0.748
H -1.547 2.481 0.925
H -0.513 1.290 -1.724
H 0.710 1.818 -0.484
H -0.255 0.129 0.953
H 0.978 -0.908 -1.827
```

[2]
2 unconnected molecules or ions with the total composition C10H16N2O, computed with ωB97M-V/def2-TZVPD.

largest force on an atom	5.80	eV Å⁻¹
lowest unoccupied orbital energy (spin up / spin down)	0.2178 / 0.4183	eV
energy above the lowest of the compared OMol25 structures with the same formula, charge and spin	4.5262	eV
HOMO level (spin up / spin down)	-7.51 / -7.45	eV

The geometry in XYZ format:
```
29
C10H16N2O | the Open Molecules 2025 dataset | ωB97M-V/def2-TZVPD
C 0.196 1.080 -3.940
C -0.775 1.296 -2.978
C 0.505 -0.384 -2.502
C -0.101 0.553 1.247
C -2.451 1.010 -0.820
C 0.386 -1.873 1.347
C 2.153 0.002 1.474
C 0.772 -0.582 3.452
C -1.406 -0.005 -1.001
C 0.714 -0.502 1.913
N 1.012 0.077 -3.615
N -0.592 0.243 -2.073
O -0.370 1.691 1.451
H 0.370 1.571 -4.851
H -1.527 1.971 -2.905
H 0.854 -1.332 -2.060
H -2.135 2.057 -0.549
H -3.096 1.145 -1.683
H -3.120 0.556 -0.137
H -0.809 -1.956 1.294
H 0.763 -1.985 0.258
H 0.764 -2.609 1.974
H 2.547 0.463 2.295
H 2.047 0.742 0.638
H 2.799 -0.896 1.253
H -0.180 -1.045 3.856
H 1.754 -0.751 3.790
H 0.658 0.575 3.695
H -1.732 -1.111 -0.823
```

[3]
A single C10H16N2O5 molecule, computed with ωB97M-V/def2-TZVPD.

largest force on an atom	9.86	eV Å⁻¹
lowest unoccupied orbital energy	0.3135	eV
energy above the lowest of the compared OMol25 structures with the same formula, charge and spin	6.1322	eV
HOMO level	-9.22	eV

The geometry in XYZ format:
```
33
C10H16N2O5 | the Open Molecules 2025 dataset | ωB97M-V/def2-TZVPD
N 0.985 -1.068 1.642
C 0.395 0.188 0.961
C 1.124 1.328 1.349
C 1.358 1.483 2.901
C 1.932 2.953 3.047
O 3.106 2.961 3.539
O 1.048 3.827 2.548
C 0.460 0.152 -0.506
O 1.265 0.941 -1.140
N -0.565 -0.662 -1.003
C -1.362 -1.362 -0.277
C -1.703 -2.719 -1.096
C -1.480 -2.227 -2.525
C -0.388 -1.001 -2.340
C -0.716 0.055 -3.170
O -0.322 0.131 -4.324
O -1.761 0.880 -2.775
H 0.613 -1.188 2.657
H 1.920 -0.934 1.554
H -0.730 0.067 1.198
H 0.685 2.258 0.969
H 2.173 1.219 0.926
H 0.339 1.291 3.374
H 2.072 0.735 3.200
H 1.270 4.886 2.629
H -2.219 -0.801 0.063
H -0.814 -1.506 0.645
H -2.840 -3.155 -1.186
H -1.077 -3.656 -0.658
H -2.590 -1.863 -3.033
H -1.004 -3.160 -3.176
H 0.555 -1.562 -2.486
H -1.731 1.508 -3.508
```

[4]
A single C10H16N2O5 molecule, computed with ωB97M-V/def2-TZVPD.

largest force on an atom	3.67	eV Å⁻¹
lowest unoccupied orbital energy	0.3955	eV
energy above the lowest of the compared OMol25 structures with the same formula, charge and spin	2.5788	eV
HOMO level	-10.00	eV

The geometry in XYZ format:
```
33
C10H16N2O5 | the Open Molecules 2025 dataset | ωB97M-V/def2-TZVPD
N -0.826 1.939 1.513
C -1.387 0.703 1.023
C -2.360 0.985 -0.149
C -2.637 -0.382 -0.920
C -3.724 -1.316 -0.343
O -4.870 -1.024 -0.341
O -3.332 -2.526 -0.085
C -0.243 -0.398 0.726
O -0.520 -1.567 0.927
N 0.927 0.063 0.131
C 1.373 1.483 -0.125
C 2.775 1.276 -0.591
C 2.935 -0.117 -1.344
C 1.998 -0.996 -0.579
C 2.768 -1.917 0.356
O 3.872 -2.226 0.107
O 2.087 -2.249 1.452
H -0.530 1.872 2.451
H -1.566 2.653 1.569
H -2.024 0.304 1.839
H -1.968 1.669 -0.860
H -3.307 1.319 0.290
H -3.048 -0.087 -1.840
H -1.723 -0.990 -0.906
H -2.365 -2.512 -0.147
H 1.335 2.006 0.908
H 0.727 1.983 -0.853
H 3.218 2.103 -1.268
H 3.344 1.356 0.350
H 3.970 -0.346 -1.086
H 2.531 0.143 -2.442
H 1.306 -1.430 -1.237
H 1.265 -1.775 1.474
```

[5]
A molecular structure, C10H16N2PRu, computed with ωB97M-V/def2-TZVPD.

spin multiplicity	5
charge	+1
largest force on an atom	3.64	eV Å⁻¹
lowest unoccupied orbital energy (spin up / spin down)	-2.7057 / -4.9990	eV
HOMO level (spin up / spin down)	-9.82 / -12.01	eV

The geometry in XYZ format:
```
30
C10H16N2PRu | the Open Molecules 2025 dataset | ωB97M-V/def2-TZVPD
C 0.535 0.236 -3.206
C -0.650 -0.572 -3.296
C -0.354 -1.910 -2.902
C 1.000 -1.973 -2.490
C 1.604 -0.673 -2.603
Ru 0.439 0.394 -1.114
P -0.294 2.443 -1.325
H 0.760 1.185 -3.678
H -1.602 -0.177 -3.639
H -1.086 -2.716 -2.830
H 2.659 -0.399 -2.596
H 1.544 -2.834 -2.106
H -1.421 2.815 -0.487
H -0.701 2.907 -2.630
H 0.741 3.396 -0.978
C 0.887 1.321 4.091
C 0.333 0.526 2.981
C -0.578 -0.515 2.928
C -0.754 -0.855 1.582
N 0.049 -0.035 0.849
N 0.690 0.770 1.719
C -1.603 -1.892 0.965
H 0.060 1.714 4.698
H 1.512 0.684 4.733
H 1.492 2.161 3.728
H -1.082 -0.974 3.776
H 1.319 1.489 1.375
H -1.281 -2.890 1.298
H -2.648 -1.769 1.286
H -1.568 -1.856 -0.129
```

[6]
A gas-phase ion, C10H16N3O (charge +1), computed with ωB97M-V/def2-TZVPD.

charge	+1
largest force on an atom	3.85	eV Å⁻¹
lowest unoccupied orbital energy	-3.4933	eV
energy above the lowest of the compared OMol25 structures with the same formula, charge and spin	3.1414	eV
HOMO level	-11.97	eV

The geometry in XYZ format:
```
30
C10H16N3O | the Open Molecules 2025 dataset | ωB97M-V/def2-TZVPD
H 0.635 -2.929 -1.450
N 0.570 -2.213 -0.770
N -0.601 -1.755 -0.749
C -1.008 -0.749 0.261
N -2.354 -0.493 -0.373
C -3.456 -0.782 0.574
C -0.164 0.526 0.495
O -0.662 1.420 -0.474
C -0.172 2.789 -0.453
C 1.333 0.125 0.364
C 2.141 -0.225 1.420
C 3.530 -0.524 1.196
C 3.953 -0.567 -0.170
C 3.098 -0.260 -1.216
C 1.771 0.041 -0.968
H -1.245 -1.215 1.312
H -2.280 0.415 -0.716
H -2.565 -1.064 -1.212
H -3.491 -1.902 0.715
H -3.096 -0.344 1.424
H -4.343 -0.475 0.199
H -0.241 0.706 1.539
H -0.292 3.196 -1.418
H 0.915 2.902 -0.282
H -0.737 3.413 0.221
H 1.629 -0.179 2.354
H 4.205 -0.693 1.993
H 4.992 -0.732 -0.263
H 3.446 -0.326 -2.247
H 1.111 0.301 -1.736
```

[7]
2 unconnected molecules or ions with the total composition C10H16N3O3PS, computed with ωB97M-V/def2-TZVPD.

largest force on an atom	7.13	eV Å⁻¹
lowest unoccupied orbital energy	-2.6452	eV
HOMO level	-6.46	eV

The geometry in XYZ format:
```
34
C10H16N3O3PS | the Open Molecules 2025 dataset | ωB97M-V/def2-TZVPD
C 1.420 0.607 2.552
C 1.591 1.058 1.317
C 1.665 0.982 -0.311
C 3.262 0.667 -0.515
C 3.223 -0.898 0.002
N 1.782 -1.418 -0.077
C 1.105 -0.421 -0.972
N 1.578 -0.293 -2.400
C 1.594 -1.479 -2.992
S 1.961 -3.110 -3.238
P -0.794 -0.388 -1.132
C -1.539 -2.120 -0.701
C -1.600 0.769 0.158
C -1.732 2.308 -0.341
H 1.351 0.187 3.632
H 1.195 1.862 -0.877
H 3.743 0.884 -1.533
H 3.718 1.341 0.321
H 3.799 -1.066 0.985
H 3.839 -1.448 -0.823
H 1.957 -2.389 -0.431
H 1.332 -1.637 0.846
H -0.868 -2.898 -1.218
H -2.620 -2.086 -1.136
H -1.542 -2.221 0.448
H -2.700 0.381 0.268
H -1.142 0.669 1.218
H -2.733 2.472 -0.914
H -1.792 3.000 0.597
H -0.855 2.677 -0.987
N -5.051 1.003 2.065
O -5.972 0.866 2.888
O -4.168 1.861 2.254
O -5.009 0.279 1.047
```

[8]
A single C10H16N4O4 molecule, computed with ωB97M-V/def2-TZVPD.

largest force on an atom	3.15	eV Å⁻¹
lowest unoccupied orbital energy	0.4810	eV
energy above the lowest of the compared OMol25 structures with the same formula, charge and spin	1.7318	eV
HOMO level	-8.98	eV

The geometry in XYZ format:
```
34
C10H16N4O4 | the Open Molecules 2025 dataset | ωB97M-V/def2-TZVPD
C 2.989 -1.209 -1.168
C 2.489 -1.496 0.231
O 3.438 -0.853 1.101
C 1.123 -0.867 0.296
N 0.799 -0.617 1.690
C 0.070 -1.806 -0.228
O 0.371 -2.941 -0.594
N -1.244 -1.390 -0.313
C -2.141 -0.342 0.237
C -2.215 1.020 -0.527
C -0.926 1.803 -0.281
C -0.306 2.603 -1.199
N 0.663 3.364 -0.437
C 0.519 2.991 0.815
N -0.378 1.971 0.969
C -3.560 -0.850 0.441
O -4.457 -0.230 0.962
O -3.800 -2.070 -0.179
H 3.013 -0.173 -1.268
H 2.354 -1.697 -1.922
H 3.993 -1.613 -1.285
H 2.321 -2.552 0.421
H 3.492 -1.379 1.920
H 1.057 0.066 -0.307
H 0.190 0.221 1.647
H 1.616 -0.248 2.113
H -1.611 -1.934 -1.072
H -1.732 -0.080 1.216
H -3.080 1.579 -0.113
H -2.381 0.882 -1.581
H -0.312 2.706 -2.276
H 1.205 4.130 -0.819
H 1.175 3.315 1.591
H -4.733 -2.303 -0.083
```

Which formula does entry 1 have?
C10H16N2

What is the formula in the fifth record?
C10H16N2PRu

Which of these has the lowest largest force on an atom?
C10H16N4O4